Molecular formula: C2H3ClNOP
Method: DFT, ωB97M-V with the def2-TZVPD basis set

Geometry as XYZ:
```
9
Properties=species:S:1:pos:R:3:lowdin_charge:R:1
C -0.6185 0.9570 0.2241 -0.205
P -0.0150 -0.5394 -0.6425 0.190
O -0.0373 -0.3330 -2.1739 -0.401
Cl -1.0467 -2.0843 -0.1098 0.468
C 1.4780 -0.7433 0.3423 -0.341
N 2.4548 -0.9121 0.9038 0.129
H -1.1709 0.5191 1.1108 0.061
H 0.2079 1.4736 0.6746 0.035
H -1.2523 1.6623 -0.3293 0.064
```

Computed properties:
LUMO energy in eV: 0.3
SMILES string: C[P@](=O)(Cl)C#N



Molecular formula: C2H3ClNOP
Method: DFT, ωB97M-V with the def2-TZVPD basis set

Geometry as XYZ:
```
9
Properties=species:S:1:pos:R:3:lowdin_charge:R:1
C -1.8074 0.8639 0.2114 -0.319
C 0.3189 -0.9446 0.7603 -0.176
N -2.7520 1.1973 -0.3177 0.135
O 0.3510 1.7882 1.4758 -0.296
P -0.2737 0.6178 0.9947 0.647
Cl 1.9034 0.1899 -2.2339 0.232
H 1.2320 -0.8734 -2.6744 -0.192
H -0.2735 -1.8286 0.8328 0.012
H 1.3013 -1.0105 0.9508 -0.044
```

Computed properties:
LUMO energy in eV: -0.8



Molecular formula: C2H3ClNP
Method: DFT, ωB97M-V with the def2-TZVPD basis set

Geometry as XYZ:
```
8
Properties=species:S:1:pos:R:3:lowdin_charge:R:1
C 0.2022 -0.5987 -0.2314 -0.748
C 0.4899 0.7643 -0.1687 -0.468
N -0.6355 -1.5179 -0.2116 0.129
P 1.9690 -0.2247 -0.3301 1.034
Cl 0.7337 -0.1624 -3.4572 -0.173
H 0.0055 1.2336 -0.9819 0.054
H 0.1482 1.3631 0.6829 0.098
H -0.4249 -2.4748 -0.5170 0.074
```

Computed properties:
LUMO energy (alpha / beta) in eV: -2.6 / -3.5



Molecular formula: C2H3ClO2P
Method: DFT, ωB97M-V with the def2-TZVPD basis set

Geometry as XYZ:
```
9
Properties=species:S:1:pos:R:3:lowdin_charge:R:1
C -1.0914 1.0750 -0.2610 -0.082
C -0.6581 -0.1597 -0.2533 -0.281
P 1.0928 -0.5055 0.4107 -0.060
O 0.9467 -0.8078 1.8522 -0.433
O 2.1536 0.4711 -0.0293 -0.452
Cl 1.2258 -2.1861 -0.7053 0.253
H -2.0479 1.3057 -0.5330 0.000
H -0.5085 1.8900 0.0723 0.039
H -1.1130 -1.0826 -0.5533 0.016
```

Computed properties:
LUMO energy in eV: 3.8
SMILES string: C=C[P@](=O)([O-])Cl
Net charge: -1